Entry 1:
# C4H16NO2

3 unconnected molecules or ions with the total composition C4H16NO2 in a non-equilibrium geometry (ωB97M-V/def2-TZVPD, the Open Molecules 2025 dataset).

Its spin multiplicity is 1. For the energy relative to the best compared isomer or geometry (same formula, charge and spin), the calculation gives 60.4 kcal per mole. The value obtained for the HOMO-LUMO gap is 11.982 eV. As for the net charge: +1. The value obtained for the HOMO energy is -14.84 eV.

Positions of all 23 atoms, in Å:
H: -1.2913 1.9345 3.7651
O: -1.7325 -0.4101 1.9098
N: -0.3304 0.0824 -0.3380
H: 2.4837 0.6364 -0.7780
C: 0.7077 -0.7533 -1.0982
H: 0.7682 -2.1453 0.6233
H: -1.2374 0.8402 -2.1967
H: -2.4417 0.1892 2.1299
H: 0.2166 0.5471 0.4815
H: 2.1260 -2.1466 -0.7736
H: -2.0075 1.4223 -0.7438
H: -0.3901 2.1151 -1.3451
H: -1.1761 -0.3793 0.1096
C: -1.0749 1.1115 -1.2177
H: 0.0815 -0.9220 -2.0760
O: -0.7134 1.4944 3.1251
C: 0.9847 -2.0042 -0.4417
C: 1.9138 0.1177 -1.5904
H: 0.5998 -2.9457 -0.9705
H: -1.9078 -1.1590 2.4339
H: 2.6065 -0.4743 -2.2561
H: 1.6719 1.0597 -2.0936
H: 0.1425 1.7892 3.3413

=====

Entry 2:
# C4H16NO2

3 unconnected molecules or ions with the total composition C4H16NO2 in a non-equilibrium geometry (ωB97M-V/def2-TZVPD, the Open Molecules 2025 dataset).

Its spin multiplicity is 1. For the energy relative to the best compared isomer or geometry (same formula, charge and spin), the calculation gives 14.8 kcal per mole. The value obtained for the HOMO-LUMO gap is 12.356 eV. As for the net charge: +1. The value obtained for the HOMO energy is -15.29 eV.

Positions of all 23 atoms, in Å:
H: 1.5602 -0.0170 -0.7016
H: 0.0304 -1.5349 -0.5417
H: 0.6462 3.5753 -0.1300
C: -1.8699 0.6907 -0.7902
H: 1.3678 0.7361 0.8022
H: 0.5631 -0.6398 2.2855
H: -1.6588 0.3627 1.2711
N: 0.8962 0.2663 0.0356
H: 1.3307 -1.9866 1.5013
H: -1.1850 1.4653 -1.1032
C: -1.5005 -0.2455 0.3735
C: 0.3800 -1.4693 1.6075
H: 1.6954 -2.2252 -2.2421
H: -2.8184 1.1917 -0.6476
H: -2.2179 -1.0584 0.4575
H: -0.3340 -2.1429 2.0754
H: 3.1073 -1.8269 -1.6725
H: -2.0148 0.0104 -1.6406
H: -0.4250 3.2371 0.9670
H: 0.4370 1.0182 -0.4926
C: -0.1173 -0.8596 0.2884
O: -0.0710 2.9672 0.1139
O: 2.1984 -1.5145 -1.8169

=====

Entry 3:
# C4H16NO2

3 unconnected molecules or ions with the total composition C4H16NO2 in a non-equilibrium geometry (ωB97M-V/def2-TZVPD, the Open Molecules 2025 dataset).

Its spin multiplicity is 2. For the energy relative to the best compared isomer or geometry (same formula, charge and spin), the calculation gives 49.9 kcal per mole. Its expectation value of S² is 0.75. The value obtained for the HOMO-LUMO gap (alpha / beta) is 11.443 / 3.468 eV. As for the net charge: +2. The value obtained for the HOMO energy (alpha / beta) is -18.50 / -18.50 eV.

Positions of all 23 atoms, in Å:
H: -1.9831 -1.0804 -2.4192
H: 0.2060 3.2500 1.3314
H: -0.6629 2.8979 0.1180
H: 0.6934 -0.0854 -0.0894
H: -0.8990 1.2516 -1.6549
O: 3.2269 -0.9207 0.9030
H: 3.5025 -1.6659 1.4149
C: -1.8284 -0.8035 -0.1879
H: 0.2005 0.9052 1.1039
H: 0.6077 0.4252 -1.7144
H: -2.2807 0.2506 -0.1619
H: -2.6769 -1.5091 -0.0649
O: 0.1332 2.5604 0.5959
H: -0.3248 0.5589 -3.1978
N: 0.3379 -0.0891 0.9830
C: -1.1854 -0.9338 -1.7058
H: -0.5631 -1.8503 -1.7059
H: 3.9420 -0.7500 0.2835
H: 1.1673 -0.3978 1.4684
H: -1.0775 -1.7795 1.7084
C: -0.4274 0.4003 -2.1537
C: -1.1402 -0.8097 1.1836
H: -1.6093 -0.0348 1.8910

=====

Entry 4:
# C4H16NO3

5 unconnected molecules or ions with the total composition C4H16NO3 in a non-equilibrium geometry (ωB97M-V/def2-TZVPD, the Open Molecules 2025 dataset).

Its spin multiplicity is 1. For the energy relative to the best compared isomer or geometry (same formula, charge and spin), the calculation gives 207.0 kcal per mole. The value obtained for the HOMO-LUMO gap is 3.602 eV. As for the net charge: +1. The value obtained for the HOMO energy is -13.38 eV.

Positions of all 24 atoms, in Å:
O: -0.4786 -1.1301 2.2075
H: -0.7179 2.4234 -1.2166
H: 4.5157 -1.1459 -1.0664
O: 1.1529 -1.6509 0.2427
H: -2.4311 2.0870 -1.1488
N: -0.7124 -0.0307 -0.7929
H: -1.5006 -0.4126 -1.3242
H: -4.3217 -1.6752 0.1113
H: 5.0819 1.1599 -0.5695
H: -0.4868 -1.6561 3.0111
H: -1.7761 3.0422 0.1457
H: -0.2937 1.0593 0.8782
H: 2.8250 -0.8401 -0.2780
C: -1.5416 2.2348 -0.5305
H: -0.0415 -0.6747 -0.3415
H: 3.3530 1.3899 0.1955
C: -1.1033 0.9098 0.1774
H: 0.2184 -1.4398 1.5879
C: 3.7930 -0.4744 -0.6239
H: -1.9820 0.5049 0.7336
H: -4.8305 -0.8484 -1.0350
C: 4.0902 0.7945 -0.3226
H: 1.2078 -2.5872 0.5073
O: -4.0201 -1.0395 -0.5483

=====

Entry 5:
# C4H16NO3

3 unconnected molecules or ions with the total composition C4H16NO3 in a non-equilibrium geometry (ωB97M-V/def2-TZVPD, the Open Molecules 2025 dataset).

Its spin multiplicity is 1. For the energy relative to the best compared isomer or geometry (same formula, charge and spin), the calculation gives 34.2 kcal per mole. The value obtained for the HOMO-LUMO gap is 11.514 eV. As for the net charge: +1. The value obtained for the HOMO energy is -14.57 eV.

Positions of all 24 atoms, in Å:
H: -1.5737 0.8306 -0.8902
C: -0.7879 -2.0301 0.5003
N: -1.1177 0.3579 -0.0944
H: -0.2188 -2.9185 0.4865
H: 0.4422 2.5604 2.4216
C: -0.4986 -0.9857 -0.6062
H: -0.9338 -1.2116 -1.6110
H: 1.8599 1.0903 -1.1854
H: -1.2741 1.0716 -3.0347
H: -1.6234 0.2951 0.7635
H: 2.7548 -0.4385 0.3592
H: -1.8746 -2.4266 0.5229
C: 1.0874 -0.7103 -0.8539
H: 1.3340 -1.4873 -1.5884
H: 1.5064 -1.3621 1.2639
H: -0.5561 -1.6198 1.5278
C: 1.6983 -0.5502 0.4729
H: -0.2601 0.9378 0.1048
O: 1.1772 0.4854 -1.5519
H: -0.3928 2.1024 3.6293
H: 1.2311 0.3051 1.0479
O: -0.0120 1.7014 2.8104
H: -0.6105 2.3106 -2.1985
O: -1.3571 1.6922 -2.2964

=====

Entry 6:
# C4H16NO3

4 unconnected molecules or ions with the total composition C4H16NO3 in a non-equilibrium geometry (ωB97M-V/def2-TZVPD, the Open Molecules 2025 dataset).

Its spin multiplicity is 1. For the energy relative to the best compared isomer or geometry (same formula, charge and spin), the calculation gives 43.4 kcal per mole. The value obtained for the HOMO-LUMO gap is 8.471 eV. As for the net charge: +1. The value obtained for the HOMO energy is -13.21 eV.

Positions of all 24 atoms, in Å:
H: 1.8218 -1.8081 -1.5275
H: 1.6316 2.0358 -0.5925
H: 0.9402 -4.9092 5.0129
C: 2.0722 -0.9060 -2.0691
O: -1.3695 -1.4711 -0.8541
H: -1.7477 -1.0698 -0.0661
C: 1.2953 1.3143 -2.6177
H: 0.1304 3.8067 -0.5531
H: -4.0332 1.0237 2.7600
H: -2.0042 -1.9828 -1.3599
C: 0.4551 3.5483 -1.5548
H: 2.0655 1.3061 -3.3543
O: -4.0981 0.2690 3.3511
H: 0.3787 1.5351 -3.1688
O: 0.3903 -4.2982 5.5047
H: 2.9565 -0.7836 -2.6694
H: -0.4619 3.2221 -2.0569
H: 2.4932 2.8979 -1.7510
N: 1.2033 0.0135 -1.9557
H: 0.8092 4.4621 -2.0252
H: -0.5323 -4.4134 5.2687
H: 0.3128 -0.1707 -1.4824
C: 1.5182 2.4419 -1.5971
H: -3.9280 0.4734 4.2720